Record 1
Computed, not measured: 3 unconnected molecules or ions with the total composition C22H40N4O4P in a non-equilibrium geometry, with ωB97M-V/def2-TZVPD.

Atoms and positions in Å:
C 3.893 -0.391 -0.275
C 2.449 -0.886 -0.230
C 2.323 -1.989 -1.293
C 2.114 -1.521 1.129
C 1.103 -0.758 2.011
C -0.335 -1.250 1.806
O -0.434 -1.906 0.541
C -1.700 -1.850 -0.007
C -2.771 -2.492 0.615
C -4.040 -2.418 0.044
C -4.254 -1.711 -1.139
C -3.170 -1.092 -1.762
C -1.897 -1.165 -1.198
P 1.529 -1.103 3.766
N 0.831 -0.225 4.862
C 1.265 0.761 1.832
C 1.263 1.272 0.376
C 2.243 2.452 0.207
C -0.148 1.818 0.084
N 1.501 0.186 -0.608
O 1.649 0.612 -1.801
H 4.093 -0.022 -1.275
H 4.078 0.402 0.445
H 4.564 -1.214 -0.051
H 2.707 -1.671 -2.253
H 1.296 -2.335 -1.347
H 2.921 -2.833 -0.954
H 3.054 -1.580 1.678
H 1.784 -2.544 0.998
H -0.675 -1.893 2.619
H -1.001 -0.390 1.800
H -2.633 -3.053 1.525
H -4.877 -2.913 0.509
H -5.232 -1.630 -1.586
H -3.297 -0.539 -2.678
H -1.057 -0.690 -1.681
H 2.939 -1.056 3.830
H 1.229 -2.473 3.933
H 0.225 0.484 4.473
H 0.427 1.236 2.332
H 2.161 1.084 2.359
H 1.722 3.337 -0.124
H 3.039 2.249 -0.499
H 2.712 2.725 1.146
H -0.931 1.144 0.412
H -0.233 2.067 -0.968
H -0.252 2.749 0.636
C -6.932 -4.090 -3.785
O -7.148 -3.204 -2.979
N -5.776 -4.245 -4.454
C -5.563 -5.320 -5.401
C -4.710 -3.288 -4.201
H -7.686 -4.856 -4.035
H -4.726 -5.945 -5.083
H -5.343 -4.914 -6.391
H -6.456 -5.938 -5.467
H -4.443 -3.310 -3.149
H -5.053 -2.282 -4.448
H -3.841 -3.536 -4.805
C 3.872 6.074 1.001
O 3.116 5.413 0.315
N 3.812 6.161 2.344
C 4.743 6.970 3.105
C 2.777 5.421 3.048
H 4.686 6.677 0.565
H 5.301 6.346 3.807
H 4.206 7.738 3.666
H 5.447 7.455 2.433
H 2.878 4.354 2.853
H 1.791 5.737 2.707
H 2.866 5.602 4.116

Results
Multiplicity: 2
E_tot, Ha: -1723.5008
LUMO energy (spin up / spin down), Ha: 0.0225 / 0.0178
Orbital gap (spin up / spin down), hartree: 0.3251 / 0.3391

---

Record 2
Computed, not measured: 7 unconnected molecules or ions with the total composition C22H40NO17S2 in a non-equilibrium geometry, with ωB97M-V/def2-TZVPD.

Atoms and positions in Å:
N 1.976 -18.264 -5.252
O 2.704 -17.348 -5.037
O 0.991 -18.057 -5.813
O 2.367 -19.425 -5.002
O 6.812 -22.643 -6.358
C 7.488 -21.653 -6.578
O 6.921 -20.578 -7.286
C 7.866 -19.588 -7.577
C 9.241 -19.909 -6.946
C 8.922 -21.273 -6.225
H 7.396 -18.813 -6.970
H 8.088 -19.223 -8.580
H 9.569 -19.134 -6.253
H 9.957 -20.045 -7.757
H 9.067 -21.215 -5.146
H 9.565 -22.061 -6.615
O 1.056 -20.467 -0.458
C 0.804 -19.433 0.071
O 1.843 -18.643 0.455
C 1.451 -17.306 0.703
C -0.024 -17.417 0.796
C -0.559 -18.790 0.301
H 1.612 -16.706 -0.193
H 1.858 -16.789 1.572
H -0.498 -16.580 0.283
H -0.542 -17.311 1.749
H -1.112 -18.778 -0.638
H -1.188 -19.397 0.952
O 7.256 -16.561 1.329
C 7.946 -16.614 0.273
O 9.152 -17.025 0.298
C 9.770 -16.871 -0.998
C 9.045 -15.730 -1.485
C 7.672 -15.913 -1.067
H 9.516 -17.774 -1.554
H 10.855 -16.811 -0.913
H 9.086 -15.535 -2.557
H 9.533 -14.878 -1.012
H 7.053 -16.632 -1.605
H 7.078 -15.000 -1.015
O -4.890 -14.319 -6.885
C -3.993 -13.483 -6.724
O -3.936 -12.420 -7.526
C -2.774 -11.600 -7.225
C -2.036 -12.178 -6.060
C -2.805 -13.551 -5.870
H -2.983 -10.635 -6.763
H -2.191 -11.575 -8.145
H -2.223 -11.587 -5.163
H -0.959 -12.313 -6.155
H -3.220 -13.810 -4.895
H -2.392 -14.452 -6.323
O -1.958 -21.737 -8.149
S -2.343 -21.497 -9.552
O -2.346 -22.576 -10.589
O -3.856 -20.787 -9.670
C -4.343 -19.870 -8.688
C -4.911 -20.530 -7.440
C -1.253 -20.090 -10.166
H -5.066 -19.219 -9.181
H -3.562 -19.179 -8.372
H -5.270 -19.796 -6.719
H -4.251 -21.196 -6.884
H -5.827 -21.095 -7.615
H -0.276 -20.214 -9.697
H -1.803 -19.215 -9.820
H -1.116 -20.049 -11.247
O 8.675 -10.235 -6.800
S 7.603 -9.992 -5.857
O 7.849 -9.787 -4.483
O 6.675 -8.720 -6.529
C 7.352 -7.467 -6.652
C 6.259 -6.369 -6.839
C 6.400 -11.433 -5.967
H 8.150 -7.448 -7.395
H 7.859 -7.177 -5.732
H 6.715 -5.433 -6.518
H 5.261 -6.506 -6.422
H 6.078 -6.264 -7.909
H 5.590 -11.448 -5.238
H 6.950 -12.343 -5.729
H 6.087 -11.623 -6.993

Results
Relative energy (zero: lowest compared OMol25 entry of this formula, charge and spin), kJ/mol: 510.2
Charge: -1
Multiplicity: 1
E_tot, Ha: -2992.2628
LUMO energy, Ha: 0.0608
Orbital gap, hartree: 0.2004

---

Record 3
Computed, not measured: 2 unconnected molecules or ions with the total composition C22H41BF9NO3S in a non-equilibrium geometry, with ωB97M-V/def2-TZVPD.

Atoms and positions in Å:
C 2.057 -1.008 3.988
C 2.746 0.191 3.144
C 1.889 0.539 1.833
O 2.403 0.334 0.715
O 0.610 1.053 2.070
C -0.074 1.387 0.834
C -1.631 1.524 1.174
B -2.216 0.232 2.073
C -1.730 -1.133 1.300
C -2.577 -2.443 1.666
C -2.162 -3.730 0.777
F -1.102 -3.459 -0.122
F -3.300 -3.919 -0.089
C -2.031 -5.082 1.583
F -1.980 -6.147 0.647
F -3.248 -5.270 2.290
S -0.650 -5.260 2.803
F 0.065 -3.820 2.444
F 0.234 -6.075 1.619
F -1.308 -6.738 3.285
F -1.480 -4.567 4.059
F 0.613 -5.570 3.833
C -3.845 0.449 2.144
C -4.556 -0.269 3.392
C -4.552 0.649 4.725
C -6.112 -0.453 2.986
H 1.905 -0.662 5.065
H 2.741 -1.926 3.992
H 1.029 -1.229 3.559
H 2.792 1.108 3.825
H 3.812 -0.100 2.904
H 0.022 0.608 0.016
H 0.308 2.402 0.484
H -1.880 2.512 1.701
H -2.187 1.520 0.165
H -1.786 0.357 3.179
H -1.661 -0.925 0.183
H -0.649 -1.338 1.648
H -2.439 -2.620 2.780
H -3.698 -2.239 1.521
H -4.016 1.582 2.287
H -4.395 0.186 1.167
H -4.137 -1.291 3.654
H -4.662 1.754 4.481
H -5.420 0.315 5.402
H -3.603 0.435 5.323
H -6.190 -0.811 1.904
H -6.710 0.509 3.155
H -6.554 -1.262 3.653
C 2.991 3.813 -5.238
C 2.482 3.322 -3.852
C 3.677 3.137 -2.886
C 4.525 1.908 -3.197
C 3.657 0.657 -3.278
C 2.473 0.807 -4.258
N 1.696 2.061 -4.023
O 0.983 1.887 -2.941
C 3.004 0.773 -5.712
C 1.586 -0.460 -4.169
C 1.615 4.497 -3.339
H 2.941 4.900 -5.327
H 4.034 3.547 -5.422
H 2.383 3.421 -6.056
H 3.311 3.050 -1.856
H 4.313 4.027 -2.907
H 5.080 2.048 -4.130
H 5.280 1.778 -2.416
H 4.281 -0.193 -3.574
H 3.286 0.424 -2.275
H 2.198 0.957 -6.429
H 3.427 -0.208 -5.947
H 3.801 1.488 -5.906
H 1.220 -0.647 -3.157
H 2.149 -1.347 -4.463
H 0.723 -0.381 -4.836
H 0.760 4.674 -3.999
H 2.199 5.420 -3.304
H 1.238 4.338 -2.326

Results
Multiplicity: 1
E_tot, Ha: -2464.7741
LUMO energy, Ha: -0.1882
Orbital gap, hartree: 0.0836

---

Record 4
Computed, not measured: a molecular structure, C22H41BN7PPt in a non-equilibrium geometry, with ωB97M-V/def2-TZVPD.

Atoms and positions in Å:
C 1.166 2.899 -1.872
N 1.234 1.658 -2.390
N 1.457 1.736 -3.750
C 1.514 3.051 -4.073
C 1.335 3.805 -2.916
B 1.633 0.399 -4.565
N 2.639 -0.478 -3.736
N 2.403 -0.706 -2.404
C 3.347 -1.539 -1.916
C 4.199 -1.874 -2.975
C 3.733 -1.187 -4.088
Pt 0.785 -0.014 -1.308
N 0.306 -0.399 -4.357
N -0.081 -0.722 -3.074
C -1.110 -1.590 -3.126
C -1.414 -1.810 -4.475
C -0.509 -1.057 -5.218
H -1.557 -1.970 -2.220
H -0.424 -0.939 -6.289
H -2.206 -2.441 -4.839
H 1.964 0.548 -5.702
H 4.144 -1.114 -5.091
H 1.698 3.343 -5.092
H 5.046 -2.531 -2.901
H 1.311 4.870 -2.795
H 3.347 -1.813 -0.876
H 0.977 3.001 -0.809
H 0.887 -3.632 -0.720
C 1.479 -4.013 0.122
H 2.275 -4.663 -0.258
H 1.932 -3.189 0.694
H 0.828 -4.596 0.778
C -2.799 -1.105 3.007
C -2.230 -0.828 1.599
C -1.773 -2.154 0.963
C -3.354 -0.241 0.729
P -0.749 0.364 1.656
N 0.101 0.147 0.310
C -1.306 2.162 1.813
C -2.417 2.279 2.874
C -0.119 3.043 2.237
C -1.804 2.661 0.444
C 0.408 -0.089 3.070
C 0.531 -1.616 3.179
C 1.811 0.495 2.809
C -0.090 0.433 4.429
H -3.709 -1.714 2.900
H -3.082 -0.184 3.528
H -2.116 -1.665 3.653
H -2.639 -2.812 0.796
H -1.281 -1.987 -0.003
H -1.071 -2.713 1.590
H -3.844 0.626 1.188
H -3.004 0.038 -0.274
H -4.139 -1.006 0.605
H -2.102 1.873 3.841
H -2.628 3.345 3.029
H -3.356 1.799 2.579
H 0.727 2.949 1.542
H -0.462 4.089 2.214
H 0.214 2.840 3.260
H -1.102 2.388 -0.356
H -2.799 2.278 0.182
H -1.862 3.759 0.473
H 0.985 -2.067 2.281
H 1.183 -1.837 4.039
H -0.416 -2.119 3.394
H 1.861 1.557 3.082
H 2.525 -0.044 3.457
H 2.117 0.373 1.762
H -0.147 1.525 4.465
H -1.055 0.002 4.718
H 0.655 0.122 5.176

Results
Charge: +2
Multiplicity: 3
E_tot, Ha: -1731.0981
LUMO energy (spin up / spin down), Ha: -0.2951 / -0.3580
Orbital gap (spin up / spin down), hartree: 0.2478 / 0.1955